{
  "formula": "C54H94N8O10",
  "method": "ωB97M-V/def2-TZVPD",
  "gap_ev": 8.09,
  "total_charge": 0,
  "smiles": "O=[N+]([O-])c1ccccc1.O=[N+]([O-])c1ccccc1.COC[C@H](C)N.COC[C@H](C)N.COC[C@H](C)N.COC[C@H](C)N.COC[C@H](C)N.COC[C@H](C)N.c1ccccc1.c1ccccc1.c1ccccc1",
  "energy_ha": -3304.12966,
  "elements": ["O", "N", "O", "C", "C", "C", "C", "C", "C", "H", "H", "H", "H", "H", "O", "N", "O", "C", "C", "C", "C", "C", "C", "H", "H", "H", "H", "H", "C", "O", "C", "C", "C", "N", "H", "H", "H", "H", "H", "H", "H", "H", "H", "H", "H", "C", "O", "C", "C", "C", "N", "H", "H", "H", "H", "H", "H", "H", "H", "H", "H", "H", "C", "O", "C", "C", "C", "N", "H", "H", "H", "H", "H", "H", "H", "H", "H", "H", "H", "C", "O", "C", "C", "C", "N", "H", "H", "H", "H", "H", "H", "H", "H", "H", "H", "H", "C", "O", "C", "C", "C", "N", "H", "H", "H", "H", "H", "H", "H", "H", "H", "H", "H", "C", "O", "C", "C", "C", "N", "H", "H", "H", "H", "H", "H", "H", "H", "H", "H", "H", "C", "C", "C", "C", "C", "C", "H", "H", "H", "H", "H", "H", "C", "C", "C", "C", "C", "C", "H", "H", "H", "H", "H", "H", "C", "C", "C", "C", "C", "C", "H", "H", "H", "H", "H", "H"],
  "coordinates": [[6.95, 6.88, -0.88], [5.89, 7.36, -0.53], [5.64, 8.55, -0.49], [4.83, 6.43, -0.14], [3.53, 6.89, -0.05], [2.53, 6.04, 0.33], [2.83, 4.71, 0.64], [4.14, 4.27, 0.56], [5.15, 5.11, 0.13], [3.38, 7.93, -0.30], [1.49, 6.36, 0.35], [2.01, 4.05, 0.90], [4.42, 3.23, 0.72], [6.18, 4.78, 0.07], [5.26, 1.40, -1.53], [4.08, 1.51, -1.82], [3.23, 0.67, -1.60], [3.69, 2.72, -2.53], [2.36, 2.88, -2.85], [1.95, 4.05, -3.47], [2.89, 4.96, -3.92], [4.25, 4.70, -3.74], [4.64, 3.61, -2.98], [1.65, 2.09, -2.64], [0.91, 4.14, -3.77], [2.55, 5.86, -4.40], [4.99, 5.41, -4.08], [5.68, 3.35, -2.88], [-1.60, 3.69, 0.64], [-2.23, 3.27, -0.55], [-3.60, 3.64, -0.57], [-4.24, 3.40, -1.94], [-5.59, 4.08, -1.99], [-4.40, 1.99, -2.29], [-2.15, 3.43, 1.56], [-1.42, 4.77, 0.59], [-0.69, 3.11, 0.70], [-4.13, 3.14, 0.25], [-3.69, 4.73, -0.38], [-3.56, 3.88, -2.66], [-5.57, 5.12, -1.67], [-6.31, 3.56, -1.35], [-5.99, 4.01, -3.00], [-3.49, 1.54, -2.21], [-4.95, 1.56, -1.55], [-0.20, -4.19, -4.98], [1.09, -4.18, -4.40], [1.50, -5.46, -3.99], [0.81, -5.91, -2.71], [1.24, -5.02, -1.55], [1.11, -7.34, -2.45], [-0.11, -4.77, -5.91], [-0.48, -3.16, -5.17], [-0.98, -4.61, -4.34], [1.27, -6.20, -4.79], [2.58, -5.50, -3.81], [-0.27, -5.89, -2.88], [1.10, -3.97, -1.85], [2.29, -5.17, -1.28], [0.62, -5.18, -0.67], [2.10, -7.53, -2.58], [0.91, -7.52, -1.47], [-8.23, -4.88, 0.16], [-7.25, -5.37, 1.02], [-6.01, -4.74, 0.86], [-4.90, -5.60, 1.44], [-3.57, -4.89, 1.33], [-4.80, -6.91, 0.81], [-8.48, -3.83, 0.41], [-9.14, -5.45, 0.33], [-7.92, -4.92, -0.89], [-5.81, -4.60, -0.22], [-5.94, -3.69, 1.22], [-5.15, -5.77, 2.49], [-3.35, -4.54, 0.32], [-2.82, -5.62, 1.63], [-3.46, -4.06, 2.03], [-5.66, -7.42, 0.93], [-4.56, -6.81, -0.17], [3.90, -0.68, 2.59], [5.20, -0.51, 3.10], [6.16, -0.28, 2.08], [7.53, -0.25, 2.71], [8.56, 0.30, 1.75], [8.01, -1.56, 3.17], [3.12, -0.38, 3.29], [3.73, -1.68, 2.19], [3.77, 0.05, 1.77], [6.09, -1.06, 1.30], [5.98, 0.72, 1.63], [7.47, 0.37, 3.61], [8.67, -0.38, 0.90], [9.50, 0.47, 2.26], [8.26, 1.26, 1.31], [8.02, -2.18, 2.36], [7.29, -1.98, 3.77], [-2.72, 3.55, 5.88], [-1.51, 4.28, 5.89], [-1.18, 4.82, 4.62], [0.32, 5.05, 4.60], [0.75, 6.20, 5.52], [0.79, 5.21, 3.22], [-2.82, 3.06, 6.85], [-2.73, 2.77, 5.11], [-3.59, 4.20, 5.72], [-1.43, 4.12, 3.81], [-1.74, 5.76, 4.50], [0.79, 4.16, 5.03], [1.81, 6.43, 5.41], [0.58, 5.91, 6.56], [0.20, 7.13, 5.36], [0.46, 6.10, 2.87], [1.80, 5.19, 3.17], [-0.15, 1.96, -5.74], [-0.04, 1.16, -4.59], [-1.09, 1.34, -3.66], [-0.84, 0.34, -2.55], [-0.91, -1.09, -3.08], [-1.83, 0.52, -1.48], [-0.96, 1.63, -6.39], [0.79, 1.87, -6.28], [-0.24, 3.02, -5.47], [-1.07, 2.37, -3.25], [-2.08, 1.17, -4.11], [0.20, 0.52, -2.24], [-0.17, -1.16, -3.88], [-1.89, -1.33, -3.51], [-0.70, -1.78, -2.26], [-1.67, -0.25, -0.82], [-1.72, 1.35, -0.90], [-6.83, -0.66, -0.65], [-6.39, -1.74, -1.42], [-5.06, -2.11, -1.37], [-4.17, -1.48, -0.51], [-4.61, -0.44, 0.30], [-5.94, -0.09, 0.26], [-7.80, -0.22, -0.83], [-7.07, -2.27, -2.08], [-4.63, -2.90, -1.98], [-3.16, -1.87, -0.47], [-3.93, 0.05, 1.00], [-6.31, 0.70, 0.92], [-1.66, -1.54, 1.93], [-1.52, -0.18, 2.15], [-0.36, 0.47, 1.70], [0.55, -0.21, 0.90], [0.41, -1.57, 0.68], [-0.66, -2.24, 1.26], [-2.45, -2.13, 2.40], [-2.19, 0.31, 2.84], [-0.14, 1.45, 2.10], [1.45, 0.31, 0.58], [1.21, -2.12, 0.19], [-0.76, -3.32, 1.20], [1.42, -4.82, 2.33], [2.80, -4.95, 2.42], [3.41, -6.16, 2.08], [2.63, -7.20, 1.62], [1.25, -7.04, 1.42], [0.66, -5.83, 1.76], [0.98, -3.88, 2.61], [3.38, -4.15, 2.87], [4.45, -6.30, 2.35], [3.07, -8.18, 1.46], [0.73, -7.93, 1.10], [-0.42, -5.73, 1.68]],
  "mulliken_charge": [-0.60, 0.99, -0.60, -0.02, -0.58, -0.52, -0.93, -0.50, -0.42, 0.48, 0.60, 0.98, 0.54, 0.51, -0.66, 1.25, -0.60, -0.43, 0.61, -0.49, -0.70, -0.56, -0.34, 0.14, 0.40, 0.42, 0.43, 0.49, -0.77, -0.04, -0.86, 0.54, -1.67, -0.59, 0.31, 0.41, 0.00, 0.35, 0.40, 0.25, 0.42, 0.33, 0.39, 0.18, 0.16, -0.63, -0.28, -0.92, 0.53, -0.46, -0.74, 0.36, 0.17, 0.26, 0.37, 0.41, 0.04, 0.23, 0.33, -0.16, 0.30, 0.23, -0.67, -0.38, -0.38, 0.30, -0.96, -0.74, 0.26, 0.28, 0.31, 0.09, 0.30, 0.34, 0.32, 0.19, 0.16, 0.30, 0.24, -0.48, -0.41, 0.03, 0.26, -1.37, -0.74, 0.40, 0.27, 0.06, 0.25, -0.15, 0.33, 0.34, 0.36, 0.33, 0.28, 0.31, -0.52, -0.34, 0.30, 0.02, -1.53, -0.29, 0.29, 0.07, 0.30, -0.33, 0.35, 0.25, 0.40, 0.37, 0.34, 0.20, 0.21, -0.89, -0.25, -1.10, 1.97, -1.75, 1.28, 0.33, 0.28, 0.31, 0.42, 0.73, -0.74, 0.57, 0.36, 0.17, -1.31, -0.29, -0.65, -0.46, -1.15, 0.47, 0.10, -0.71, 0.44, 0.50, 0.50, 0.43, 0.06, 0.42, -0.64, -0.55, -0.92, -0.36, -0.65, -0.22, 0.11, 0.65, 0.96, 0.71, 0.70, 0.22, -0.54, -0.45, -0.68, -0.43, -0.57, 0.02, 0.57, 0.48, 0.41, 0.40, 0.58, 0.32]
}